1.
C5H8O2 | ωB97M-V/def2-TZVPD

For the LUMO energy (spin up / spin down), the calculation gives -1.8 / -0.9 eV. For the energy above the lowest of the compared OMol25 structures with the same formula, charge and spin, the calculation gives 4.401 eV. For the HOMO-LUMO gap (spin up / spin down), the calculation gives 6.167 / 8.368 eV. Its total energy is -9405.43145 eV. For the molar mass, the calculation gives 100.12 g mol⁻¹.

Cartesian coordinates (Å):
O  1.5132  -0.6667  -1.1153
C  1.1027  -0.2904  0.1582
C  0.7141  1.2150  0.1394
C  -0.7396  1.2128  -0.1286
C  -1.3394  -0.0086  0.2096
C  -0.2487  -1.0726  0.4747
O  -0.5337  -1.9718  -0.4926
H  0.8653  -1.3996  -1.3078
H  1.8885  -0.4737  0.9040
H  0.8313  1.6513  1.1481
H  1.3107  1.7967  -0.5717
H  -1.2385  1.9974  -0.6960
H  -2.3261  -0.1478  0.6438
H  -1.5549  -0.3858  -0.8789
H  -0.2449  -1.4562  1.5131

These are the natural (NBO) partial charges, in e, on atoms 1 to 4:
1. O -0.74
2. C 0.08
3. C -0.52
4. C 0.15


2.
C31H56BaN3O3P2 | ωB97M-V/def2-TZVPD

For the LUMO energy, the calculation gives -2.8 eV. For the energy above the lowest of the compared OMol25 structures with the same formula, charge and spin, the calculation gives 0.000 eV. For the HOMO-LUMO gap, the calculation gives 4.960 eV. Its charge is +1. Its total energy is -62936.54659 eV. For the molar mass, the calculation gives 718.08 g mol⁻¹.

Cartesian coordinates (Å):
C  -0.6632  -2.2535  -1.3861
C  1.5363  -2.0316  -0.6160
C  -0.3426  -3.4120  -2.1069
C  1.8551  -3.2995  -1.1762
C  0.9245  -3.9795  -1.9357
H  -1.1100  -3.8766  -2.7182
H  2.8594  -3.6816  -1.0111
H  1.1653  -4.9392  -2.3859
N  0.2284  -1.5920  -0.6348
P  -2.6891  -0.8273  0.0269
P  2.8156  0.4571  0.2452
C  -2.1020  -1.6836  -1.4972
H  -2.1170  -0.9627  -2.3311
H  -2.7954  -2.4938  -1.7679
C  -0.2533  3.6916  2.1922
O  -0.2406  4.7488  2.6312
C  2.5983  -1.2622  -0.0138
H  3.4711  -1.8853  0.2397
C  3.6483  1.1440  -1.3471
C  3.8984  0.5542  1.8546
C  -3.9171  0.5719  -0.4866
C  -3.3954  -2.2535  1.0592
C  3.2972  2.6399  -1.4282
H  3.6470  3.2005  -0.5518
H  3.7657  3.0812  -2.3199
H  2.2115  2.7784  -1.5097
C  5.1620  0.9330  -1.3199
H  5.6583  1.5095  -0.5290
H  5.4251  -0.1280  -1.2202
H  5.5785  1.2799  -2.2781
C  3.0464  0.4131  -2.5537
H  3.4616  0.8390  -3.4806
H  3.2782  -0.6583  -2.5395
H  1.9559  0.5361  -2.5776
C  4.2525  2.0291  2.1219
H  3.3546  2.6643  2.1690
H  4.7571  2.0930  3.0976
H  4.9308  2.4488  1.3674
C  3.0624  0.0263  3.0379
H  2.2093  0.6761  3.2950
H  2.7039  -0.9999  2.8754
H  3.7066  0.0046  3.9330
C  5.1616  -0.3002  1.7415
H  5.8074  -0.0105  0.9074
H  5.7399  -0.1621  2.6685
H  4.9314  -1.3676  1.6518
C  -3.7918  -1.7009  2.4405
H  -4.2451  -2.5081  3.0323
H  -2.9226  -1.3246  2.9980
H  -4.5188  -0.8822  2.3776
C  -2.2910  -3.3175  1.2333
H  -2.0239  -3.7963  0.2816
H  -1.3805  -2.9012  1.6889
H  -2.6681  -4.1027  1.9081
C  -4.6069  -2.8859  0.3657
H  -4.8321  -3.8331  0.8793
H  -5.5053  -2.2624  0.4342
H  -4.4195  -3.1215  -0.6898
C  -3.7709  0.8351  -1.9903
H  -4.0405  -0.0384  -2.6003
H  -4.4420  1.6614  -2.2757
H  -2.7456  1.1418  -2.2363
C  -3.5019  1.8428  0.2847
H  -2.4977  2.1908  -0.0029
H  -4.2056  2.6511  0.0405
H  -3.5305  1.6999  1.3757
C  -5.3754  0.2374  -0.1603
H  -5.7623  -0.5976  -0.7588
H  -5.5410  0.0322  0.9056
H  -5.9830  1.1229  -0.4106
Ba  -0.1021  0.4416  1.3742
N  -0.1861  1.5629  -1.0789
C  -0.0449  1.8956  -2.1942
C  -0.1567  2.6868  -3.4937
C  0.9270  2.2667  -4.4822
C  -1.5203  2.4498  -4.1375
C  -0.0337  4.1715  -3.1524
H  1.9353  2.4512  -4.0871
H  0.8348  1.2004  -4.7321
H  0.8038  2.8521  -5.4007
H  -2.3227  2.8152  -3.4882
H  -1.5798  3.0038  -5.0826
H  -1.6780  1.3858  -4.3505
H  -0.0824  4.7663  -4.0711
H  -0.8640  4.4727  -2.4995
H  0.9093  4.3923  -2.6362
N  -0.7427  -2.7530  5.3796
C  -0.3509  -1.3299  5.6445
C  -0.2297  -0.7267  4.2671
O  -0.2347  0.5234  4.0949
O  -0.1428  -1.5882  3.3085
H  -1.7540  -2.8797  5.4946
H  -0.3013  -3.4194  6.0166
H  -0.4610  -2.8876  4.3767
H  -1.1142  -0.8462  6.2573
H  0.6134  -1.3098  6.1594

These are the Löwdin partial charges, in e, on atoms 1 to 4:
1. C -0.37
2. C -0.38
3. C -0.08
4. C -0.05


3.
C5H15NO2 | ωB97M-V/def2-TZVPD

For the LUMO energy, the calculation gives -3.9 eV. For the energy above the lowest of the compared OMol25 structures with the same formula, charge and spin, the calculation gives 8.547 eV. For the HOMO-LUMO gap, the calculation gives 3.595 eV. Its total energy is -11005.39935 eV. For the molar mass, the calculation gives 121.18 g mol⁻¹.

Cartesian coordinates (Å):
C  0.4359  -1.3485  -0.4043
C  -0.4296  -1.4534  0.9491
C  -1.8368  -0.9214  0.6460
C  -1.9121  0.1927  -0.2301
C  -2.8705  1.1451  -0.6516
N  0.2339  -0.7540  2.0707
H  1.1048  -0.4652  -0.4027
H  1.0037  -2.3486  -0.5113
H  -0.1502  -1.3548  -1.3608
H  -0.4125  -2.5788  1.2123
H  -2.4985  -1.0558  1.5327
H  1.5471  0.9527  -3.0062
H  -0.9165  0.6377  -0.5898
H  -2.7460  2.1378  -1.1156
H  -3.8772  0.7253  -0.4850
H  -0.3783  -0.0811  2.5693
H  1.1824  -0.2553  1.8952
H  1.9126  1.0274  0.4152
H  1.8000  2.3220  -0.6365
O  1.2922  1.8967  0.0936
H  1.3749  1.5923  -2.6311
H  3.3408  -0.1263  -0.0709
O  2.7999  0.1134  0.7119

These are the natural (NBO) partial charges, in e, on atoms 1 to 4:
1. C -0.66
2. C -0.14
3. C 0.19
4. C -0.37


4.
C6H10N | ωB97M-V/def2-TZVPD

For the LUMO energy, the calculation gives -4.5 eV. For the energy above the lowest of the compared OMol25 structures with the same formula, charge and spin, the calculation gives 0.746 eV. For the HOMO-LUMO gap, the calculation gives 9.469 eV. Its charge is +1. Its total energy is -7865.60238 eV. For the molar mass, the calculation gives 96.15 g mol⁻¹.

Cartesian coordinates (Å):
C  1.1645  -0.9761  -0.3569
C  0.4669  -0.2954  0.7608
C  0.1814  -0.2486  -1.2396
C  -0.3145  0.4925  -0.1209
C  0.5953  -0.5108  2.2030
C  -1.3230  1.5804  0.1716
N  -0.2365  -0.2714  -2.4784
H  2.2952  -0.7593  -0.5203
H  1.0930  -2.1449  -0.4445
H  1.5246  -0.1649  2.3764
H  0.6971  -1.5602  2.3679
H  -0.2302  0.0908  2.7327
H  -1.4772  2.1219  -0.8242
H  -1.0441  2.0921  1.0054
H  -2.3440  1.2484  0.3516
H  -0.0095  -0.9079  -3.1102
H  -1.0388  0.2136  -2.8742

These are the natural (NBO) partial charges, in e, on atoms 1 to 4:
1. C -0.49
2. C 0.29
3. C 0.42
4. C -0.09


5.
C3H4N4O | ωB97M-V/def2-TZVPD

For the LUMO energy, the calculation gives 0.2 eV. For the energy above the lowest of the compared OMol25 structures with the same formula, charge and spin, the calculation gives 5.143 eV. For the HOMO-LUMO gap, the calculation gives 9.221 eV. Its SMILES is [H]/N=c1/cc(O)[nH]nn1. Its total energy is -11178.82567 eV. For the molar mass, the calculation gives 112.09 g mol⁻¹.

Cartesian coordinates (Å):
C  0.9671  -0.1962  -0.0837
C  -0.0775  -1.0746  -0.0932
C  -1.3291  -0.3947  -0.1474
H  2.5765  -0.5479  0.7791
H  0.0734  -2.1146  0.4250
H  -2.9301  0.1191  0.0224
H  1.7996  1.7938  -0.6183
N  -2.5162  -0.9661  -0.2199
N  -1.3737  1.1832  0.2828
N  -0.3436  1.7976  -0.0192
N  0.9785  1.2042  -0.3108
O  2.1750  -0.8037  -0.0167

These are the natural (NBO) partial charges, in e, on atoms 1 to 4:
1. C 0.49
2. C -0.40
3. C 0.27
4. H 0.48


6.
C9H14 | ωB97M-V/def2-TZVPD

For the LUMO energy, the calculation gives 1.0 eV. For the energy above the lowest of the compared OMol25 structures with the same formula, charge and spin, the calculation gives 1.054 eV. For the HOMO-LUMO gap, the calculation gives 9.999 eV. Its SMILES is Cc1ccccc1.CC. Its total energy is -9559.12768 eV. For the molar mass, the calculation gives 122.21 g mol⁻¹.

Cartesian coordinates (Å):
C  1.0911  -3.1273  0.6290
C  0.3821  -0.0047  -1.5221
C  1.0602  -0.8639  -0.6857
C  -1.0154  -0.0585  -1.5310
C  0.4487  -1.9579  -0.1012
C  -1.6624  -1.0654  -0.8064
C  -0.9638  -2.0553  -0.1223
H  0.9418  0.8332  -1.9487
H  2.1504  -0.7734  -0.6000
H  -1.5907  0.6880  -2.0426
H  -2.7264  -0.9008  -0.7041
H  0.6373  -3.2120  1.6167
H  2.1248  -2.7789  0.8295
H  -1.3853  -2.8258  0.5100
H  0.8154  -4.0263  0.1135
C  0.6639  2.9127  0.5297
C  -0.7630  2.5385  1.0268
H  0.9736  2.3269  -0.3366
H  0.6603  4.0138  0.4822
H  1.5628  2.7263  1.1965
H  -1.1273  1.5446  0.7560
H  -0.8885  2.7328  2.0917
H  -1.3897  3.3333  0.6192

These are the natural (NBO) partial charges, in e, on atoms 1 to 4:
1. C -0.64
2. C -0.20
3. C -0.24
4. C -0.23